Entry 1:
The following is a quantum chemistry calculation of CH4P2S in the gas phase at a distorted geometry, from OMol25.

The charge is 0. The value obtained for the HOMO energy is -7.8385 eV. Its HOMO-LUMO gap is 6.265 eV.

Each line ends with the natural charge from an NBO analysis.
Element x y z (Å)
C 1.099 -0.771 0.430  -0.71
P -0.386 0.082 -0.001  0.58
P -0.478 1.823 -1.078  -0.29
S 1.734 -0.749 1.935  0.17
H 1.723 -1.110 -0.466  0.24
H -1.234 0.087 1.312  0.02
H -1.166 -0.829 -0.841  0.02
H -0.260 2.415 0.109  -0.03

Entry 2:
The following is a quantum chemistry calculation of C3H8ClNSi in the gas phase at a distorted geometry, from OMol25.

The charge is 0. The value obtained for the HOMO energy is -8.4285 eV. Its HOMO-LUMO gap is 7.636 eV.

Each line ends with the natural charge from an NBO analysis.
Element x y z (Å)
C -0.134 0.193 -0.297  -0.43
C -2.276 -0.035 0.993  -0.40
C 2.715 0.545 0.195  -1.18
N -1.444 -0.202 -0.189  -0.61
Si 1.261 -0.683 0.868  0.99
Cl -0.016 2.076 0.094  -0.26
H -0.009 0.081 -1.406  0.22
H -2.545 0.889 1.136  0.19
H -3.167 -0.639 0.945  0.20
H -1.717 -0.456 1.751  0.20
H 2.488 1.518 0.615  0.26
H 3.794 0.362 0.144  0.24
H 2.376 0.662 -0.891  0.23
H -1.834 0.174 -1.074  0.36

Entry 3:
The following is a quantum chemistry calculation of a molecular structure, C7H9Br at a distorted geometry, from OMol25.

The charge is 0. The value obtained for the HOMO energy is -8.8311 eV. Its HOMO-LUMO gap is 9.477 eV.

Each line ends with the natural charge from an NBO analysis.
Element x y z (Å)
C 0.679 -1.190 1.093  -0.44
C 0.038 1.113 -1.531  -0.34
C -2.018 -1.881 -1.080  -0.47
C -0.082 -0.367 0.359  0.07
C 0.432 0.819 -0.265  -0.11
C -1.880 -0.835 -0.229  -0.10
C 1.303 1.767 0.535  -0.65
Br -3.221 0.381 0.331  0.09
H 0.089 -1.985 1.538  0.23
H 1.643 -0.826 1.160  0.22
H 0.115 2.001 -2.128  0.20
H -0.422 0.313 -2.003  0.19
H -2.978 -2.041 -1.544  0.21
H -1.290 -2.631 -1.315  0.23
H 1.921 2.525 -0.040  0.23
H 2.083 1.321 1.264  0.22
H 0.810 2.410 1.265  0.23

Entry 4:
The following is a quantum chemistry calculation of C8H14NP in the gas phase at a distorted geometry, from OMol25.

The charge is 0. The value obtained for the HOMO energy is -6.8042 eV. Its HOMO-LUMO gap is 7.438 eV.

Each line ends with the natural charge from an NBO analysis.
Element x y z (Å)
C 1.911 -1.502 -1.223  -0.21
C 2.946 -0.800 -1.709  -0.19
C 1.449 0.618 -0.539  -0.38
C 0.933 -0.634 -0.561  0.11
C 2.730 0.654 -1.397  -0.46
C -0.541 0.383 2.268  -1.02
C -2.820 -1.168 0.965  -0.99
C -1.929 1.254 -0.224  -0.99
N -0.164 -1.278 -0.072  -0.93
P -1.358 -0.235 0.759  1.69
H 1.565 -2.580 -1.410  0.22
H 3.754 -0.994 -2.420  0.21
H 1.036 1.603 -0.056  0.18
H 3.718 1.114 -1.025  0.21
H 2.460 1.126 -2.318  0.22
H -0.746 1.252 2.874  0.26
H -0.205 -0.535 2.788  0.26
H 0.388 0.744 1.881  0.28
H -3.046 -1.263 -0.151  0.27
H -2.496 -2.083 1.506  0.27
H -3.536 -0.616 1.472  0.25
H -1.045 1.776 -0.612  0.26
H -2.597 1.103 -1.071  0.25
H -2.406 2.062 0.273  0.24

Entry 5:
The following is a quantum chemistry calculation of a gas-phase ion, C12H24BF5IN3O3P (charge +1) at a distorted geometry, from OMol25.

The charge is +1. The value obtained for the HOMO energy is -11.4914 eV. Its HOMO-LUMO gap is 7.641 eV.

Each line ends with the natural charge from an NBO analysis.
Element x y z (Å)
C -1.441 4.243 -0.726  -0.28
O -1.804 3.643 -2.003  -0.74
B -0.987 2.473 -2.291  1.23
O -0.193 2.565 -3.490  -0.92
C -1.015 1.208 -1.269  -0.48
C -0.023 -0.072 -1.567  -0.09
N 0.364 -0.355 -2.973  -0.84
C -0.757 -1.416 -0.959  -0.08
I -1.450 -2.701 -2.637  0.22
C 0.151 -2.477 -0.163  -0.49
C 1.666 -2.029 0.103  -0.42
C 2.169 -2.904 1.380  -0.39
C 3.634 -2.474 1.847  -0.42
C 3.738 -1.003 2.454  -0.22
N 5.174 -0.553 2.266  -0.82
C -1.942 -0.648 -0.138  -0.19
C -1.585 -0.322 1.370  0.63
F -0.208 -0.010 1.583  -0.32
F -1.940 -1.477 2.119  -0.29
C -2.387 0.866 2.070  0.92
F -2.070 2.147 1.590  -0.32
F -1.964 0.866 3.425  -0.30
F -3.777 0.637 2.147  -0.29
N -2.319 0.420 -1.113  -0.69
P -3.868 1.301 -0.985  1.55
O -4.956 0.305 -0.555  -1.00
H -1.229 5.353 -0.936  0.23
H -2.324 4.194 -0.004  0.19
H -0.506 3.811 -0.244  0.18
H 0.681 2.949 -3.267  0.52
H -0.534 1.629 -0.328  0.29
H 0.933 0.285 -1.074  0.24
H -0.340 -0.061 -3.658  0.38
H 1.251 0.148 -3.142  0.38
H 0.221 -3.467 -0.740  0.25
H -0.277 -2.782 0.859  0.24
H 2.299 -2.346 -0.794  0.22
H 1.805 -0.946 0.408  0.20
H 1.407 -2.676 2.215  0.20
H 2.088 -4.027 1.153  0.22
H 4.326 -2.583 0.938  0.20
H 4.010 -3.222 2.626  0.24
H 3.525 -0.938 3.570  0.21
H 3.094 -0.221 1.931  0.15
H 5.417 -0.640 1.261  0.35
H 5.170 0.457 2.480  0.35
H -2.801 -1.410 -0.101  0.32
H -2.400 0.053 -2.094  0.48
H -3.812 2.498 -0.211  0.01
H -4.215 1.707 -2.333  0.00

Entry 6:
The following is a quantum chemistry calculation of C6H8N4OS in the gas phase at a distorted geometry, from OMol25.

The charge is 0. The value obtained for the HOMO energy (alpha / beta) is -8.4869 / -8.4863 eV. Its HOMO-LUMO gap (alpha / beta) is 8.223 / 8.222 eV.

Each line ends with the natural charge from an NBO analysis.
Element x y z (Å)
C -1.423 1.306 -1.048  -0.44
C -0.525 0.760 -0.134  0.14
C -2.311 -0.341 0.570  0.30
C 1.826 -0.258 -0.680  0.40
C 1.677 -1.478 0.158  -0.67
C 0.976 1.062 -0.063  -0.24
N -1.046 -0.134 0.723  -0.51
N 2.573 -0.241 -1.662  -0.63
N 1.436 1.183 1.276  0.14
N -3.314 -1.028 1.239  -0.81
O 2.308 2.025 1.492  -0.28
S -2.995 0.650 -0.780  0.31
H -1.177 2.000 -1.735  0.23
H 0.705 -1.651 0.176  0.23
H 2.084 -1.049 1.180  0.24
H 2.196 -2.166 -0.407  0.23
H 1.142 1.887 -0.652  0.21
H 2.683 0.633 -2.156  0.35
H -2.932 -1.657 1.965  0.40
H -3.884 -1.504 0.536  0.39

Entry 7:
The following is a quantum chemistry calculation of 2 unconnected molecules or ions with the total composition C9H14 at a distorted geometry, from OMol25.

The charge is 0. The value obtained for the HOMO energy is -9.0875 eV. Its HOMO-LUMO gap is 10.098 eV.

Each line ends with the natural charge from an NBO analysis.
Element x y z (Å)
C 1.000 -2.355 -0.735  -0.64
C 0.437 -0.999 -0.743  -0.04
C 1.025 0.142 -1.121  -0.22
C -0.954 -0.977 -0.474  -0.20
C 0.294 1.408 -1.171  -0.19
C -1.712 0.152 -0.748  -0.20
C -1.069 1.370 -1.044  -0.24
H 0.358 -3.201 -0.213  0.22
H 2.023 -2.338 -0.210  0.22
H 2.149 0.145 -0.906  0.21
H -1.395 -1.926 -0.178  0.21
H 0.889 2.257 -1.229  0.21
H -2.826 0.083 -0.607  0.22
H -1.543 2.279 -1.392  0.22
H 1.087 -2.811 -1.789  0.23
C 0.524 -0.009 2.522  -0.62
C 0.046 1.433 2.222  -0.63
H -0.223 -0.753 2.297  0.21
H 1.445 -0.297 1.880  0.21
H 0.785 -0.163 3.610  0.21
H 0.732 2.054 1.635  0.21
H -0.157 2.030 3.225  0.20
H -0.867 1.649 1.642  0.22

Entry 8:
The following is a quantum chemistry calculation of a molecular structure, C32H47Cl3N3O3RhSSi at a distorted geometry, from OMol25.

The expectation value of S² is 6.01. The charge is 0. The value obtained for the HOMO energy (alpha / beta) is -7.0398 / -7.0734 eV. As for the multiplicity: 5. Its HOMO-LUMO gap (alpha / beta) is 7.144 / 5.605 eV.

Each line ends with the Mulliken spin population.
Element x y z (Å)
C -1.688 -2.182 -4.179  0.00
C -1.055 -2.812 -2.992  0.01
H -1.383 -2.673 -5.105  0.00
H -1.400 -1.123 -4.252  0.00
H -2.785 -2.215 -4.099  0.00
C -0.564 -4.063 -3.020  0.00
C -0.604 -4.950 -4.217  0.00
H -0.198 -4.550 -2.114  0.00
H -0.633 -4.405 -5.166  0.00
H -1.479 -5.611 -4.179  0.00
H 0.279 -5.595 -4.217  0.00
Rh 0.159 0.544 -0.250  2.74
Cl -2.157 0.764 -0.010  0.24
Cl 0.764 2.514 -1.579  0.13
H 0.876 4.615 3.476  0.00
H -1.393 5.675 2.212  0.00
C 1.211 4.514 2.433  0.00
C -0.815 5.413 1.315  0.00
N 0.072 4.282 1.566  0.01
H 1.924 3.686 2.361  0.00
C -0.204 3.062 1.105  -0.01
O 0.617 2.103 1.190  0.10
H -1.509 5.152 0.511  0.00
H -1.190 2.932 0.638  0.00
H 1.687 5.456 2.138  0.00
H -0.234 6.294 1.019  0.00
H 1.671 -1.186 -3.604  0.00
H 2.363 -3.653 -2.611  0.00
C 2.507 -0.794 -3.008  -0.02
C 3.213 -3.044 -2.257  0.00
N 2.774 -1.697 -1.892  0.01
H 2.258 0.199 -2.620  0.01
C 2.737 -1.265 -0.625  0.03
O 2.363 -0.108 -0.285  0.04
H 3.669 -3.538 -1.388  0.00
H 3.084 -2.014 0.122  0.00
H 3.401 -0.749 -3.645  0.00
H 3.942 -2.982 -3.079  0.00
O -0.106 -0.988 -1.761  0.44
C -1.069 -1.953 -1.701  -0.05
C 0.263 -3.390 -0.137  -0.01
C -0.956 -2.807 -0.440  0.02
H 1.124 -3.124 -0.770  0.00
C 0.323 -4.355 0.868  0.00
H -2.056 -1.470 -1.677  0.03
C -2.093 -3.061 0.325  0.01
H 1.283 -4.821 1.090  0.00
C -0.832 -4.680 1.589  0.00
C -2.029 -4.009 1.345  0.00
H -3.001 -2.510 0.073  0.00
H -0.772 -5.427 2.379  0.00
H -2.917 -4.213 1.951  0.00
Si -0.272 2.882 -3.539  0.00
Cl -0.728 0.868 -3.772  0.00
C 1.519 3.410 -4.099  0.01
C -1.755 3.666 -2.618  0.00
C -0.879 3.543 -5.293  0.00
H 2.248 2.614 -3.876  0.00
H 1.853 4.309 -3.561  0.00
H 1.609 3.621 -5.172  0.00
H -0.190 3.223 -6.087  0.00
H -0.924 4.640 -5.293  0.00
H -1.868 3.132 -5.528  0.00
H -2.004 3.132 -1.692  0.00
H -2.652 3.614 -3.249  0.00
H -1.586 4.721 -2.370  0.00
N 0.334 -0.520 1.355  0.19
S -0.755 -0.962 2.499  0.02
C 0.079 -2.090 3.647  0.00
C -0.543 -2.339 4.879  0.00
C 0.069 -3.181 5.808  0.00
C 1.268 -3.825 5.486  0.00
C 1.871 -3.601 4.247  0.00
C 1.290 -2.712 3.337  0.02
C -0.774 0.496 3.548  0.00
C -1.879 1.347 3.494  -0.01
C -1.859 2.536 4.213  0.00
C -0.730 2.870 4.965  0.00
C 0.376 2.012 5.020  0.00
C 0.354 0.815 4.302  0.01
H 1.282 -0.635 1.715  0.00
H -1.484 -1.839 5.109  0.00
H -0.385 -3.330 6.787  0.00
H 1.738 -4.501 6.201  0.00
H 2.794 -4.118 3.977  0.00
H 1.763 -2.515 2.374  0.01
H -2.709 1.073 2.848  0.01
H -2.713 3.219 4.176  0.00
H -0.695 3.815 5.514  0.00
H 1.264 2.264 5.611  0.00
H 1.197 0.123 4.334  0.00

The calculation returns the following energy relative to the best compared isomer or geometry (same formula, charge and spin) values, one per record and in order: 297.6, 224.4, 357.4, 118.8, 0.0, 134.8, 163.4, 122.9 kJ/mol.